No. 1
{
  "formula": "C6H10O",
  "method": "wB97M-V/def2-TZVPD",
  "symbols": ["C", "C", "O", "C", "C", "C", "C", "H", "H", "H", "H", "H", "H", "H", "H", "H", "H"],
  "positions_angstrom": [[1.831, 0.896, -0.058], [1.185, -0.465, 0.061], [0.453, -0.611, 1.299], [-0.753, -0.932, 0.605], [-1.800, 0.194, 0.652], [-0.925, 0.221, -1.481], [-0.074, -0.804, -0.776], [1.088, 1.696, 0.034], [2.569, 1.030, 0.740], [2.341, 0.996, -1.023], [1.948, -1.251, -0.020], [-1.146, -1.908, 0.915], [-1.410, 1.058, 1.195], [-2.785, -0.089, 1.030], [-2.052, 0.451, -0.437], [-0.489, 1.233, -1.357], [0.020, -1.714, -1.378]],
  "nbo_charge": [-0.6381, 0.1062, -0.5309, 0.1340, -0.5761, -0.1336, -0.4172, 0.2072, 0.2256, 0.2154, 0.1736, 0.1868, 0.2346, 0.2308, 0.2300, 0.1246, 0.2271],
  "total_energy_ev": -8426.357,
  "mol_weight_g_mol": 98.14,
  "relative_energy_ev": 4.8838,
  "orbital_gap_ev": 8.50,
  "e_lumo_ev": 0.0015,
  "e_homo_ev": -8.5
}

***

No. 2
{
  "formula": "C3H5N3",
  "method": "wB97M-V/def2-TZVPD",
  "symbols": ["C", "N", "C", "N", "C", "N", "H", "H", "H", "H", "H"],
  "positions_angstrom": [[-1.472, -0.420, 0.056], [-0.078, -0.040, -0.023], [0.506, 1.170, -0.016], [1.806, 1.105, -0.151], [2.098, -0.236, -0.373], [0.902, -0.954, -0.307], [-1.825, -0.780, -0.914], [-1.595, -1.210, 0.800], [-2.060, 0.450, 0.358], [-0.080, 2.078, 0.087], [1.763, -1.211, 0.489]],
  "nbo_charge": [-0.4054, -0.2188, 0.2429, -0.5187, 0.0345, -0.3980, 0.2183, 0.2211, 0.2173, 0.2064, 0.4002],
  "total_energy_ev": -7658.403,
  "mol_weight_g_mol": 83.09,
  "relative_energy_ev": 4.0530,
  "orbital_gap_ev": 9.59,
  "e_lumo_ev": 0.6273,
  "e_homo_ev": -9.0
}

***

No. 3
{
  "formula": "C39H86BF4N11O3",
  "method": "wB97M-V/def2-TZVPD",
  "symbols": ["C", "C", "N", "C", "C", "N", "C", "C", "H", "H", "H", "H", "H", "H", "H", "H", "H", "H", "H", "C", "C", "N", "C", "C", "N", "C", "C", "H", "H", "H", "H", "H", "H", "H", "H", "H", "H", "H", "C", "C", "N", "C", "C", "N", "C", "C", "H", "H", "H", "H", "H", "H", "H", "H", "H", "H", "H", "C", "C", "N", "C", "C", "N", "C", "C", "H", "H", "H", "H", "H", "H", "H", "H", "H", "H", "H", "C", "N", "C", "C", "C", "C", "O", "H", "H", "H", "H", "H", "H", "H", "H", "H", "H", "H", "H", "H", "H", "C", "N", "C", "C", "C", "C", "O", "H", "H", "H", "H", "H", "H", "H", "H", "H", "H", "H", "H", "H", "H", "C", "N", "C", "C", "C", "C", "O", "H", "H", "H", "H", "H", "H", "H", "H", "H", "H", "H", "H", "H", "H", "B", "F", "F", "F", "F"],
  "positions_angstrom": [[-2.215, -5.489, 5.864], [-0.794, -5.133, 5.324], [-0.659, -3.802, 4.709], [-1.409, -2.649, 4.864], [-0.922, -1.739, 3.982], [0.174, -2.296, 3.368], [0.346, -3.521, 3.828], [1.110, -1.540, 2.523], [-3.042, -5.612, 5.165], [-2.661, -4.936, 6.691], [-2.171, -6.476, 6.324], [-0.493, -5.884, 4.594], [-0.143, -4.948, 6.179], [-2.235, -2.606, 5.558], [-1.308, -0.749, 3.788], [1.194, -4.108, 3.507], [1.540, -0.633, 2.947], [0.535, -1.180, 1.669], [1.851, -2.188, 2.054], [6.219, -4.226, 0.452], [6.507, -2.875, -0.217], [5.479, -2.628, -1.311], [5.202, -3.443, -2.378], [4.283, -2.837, -3.183], [3.876, -1.640, -2.591], [4.781, -1.474, -1.570], [3.060, -0.602, -3.295], [6.899, -4.305, 1.299], [6.287, -5.000, -0.313], [5.212, -4.087, 0.847], [7.478, -2.930, -0.709], [6.305, -2.077, 0.497], [5.683, -4.378, -2.622], [3.880, -3.177, -4.126], [4.739, -0.554, -1.005], [2.726, -1.011, -4.248], [3.640, 0.308, -3.451], [2.218, -0.220, -2.718], [-3.179, 1.103, 1.470], [-4.637, 0.779, 1.775], [-5.196, 1.685, 2.713], [-6.338, 2.518, 2.556], [-6.471, 3.209, 3.732], [-5.457, 2.733, 4.588], [-4.718, 1.746, 3.999], [-5.321, 3.165, 6.016], [-3.057, 2.156, 1.215], [-2.633, 0.580, 0.685], [-2.559, 0.724, 2.282], [-5.030, -0.235, 1.853], [-5.153, 1.055, 0.855], [-6.829, 2.542, 1.594], [-7.077, 4.062, 4.003], [-3.858, 1.254, 4.430], [-4.710, 4.055, 6.166], [-4.827, 2.342, 6.533], [-6.358, 3.335, 6.304], [1.456, 3.822, -2.010], [-0.016, 3.931, -2.587], [-0.114, 5.097, -3.403], [0.317, 6.383, -3.235], [-0.171, 7.203, -4.266], [-0.721, 6.375, -5.253], [-0.743, 5.133, -4.650], [-1.181, 6.672, -6.650], [1.494, 2.925, -1.393], [1.762, 4.629, -1.344], [2.166, 3.785, -2.836], [-0.680, 4.007, -1.725], [-0.213, 3.014, -3.142], [0.937, 6.624, -2.385], [-0.112, 8.266, -4.443], [-1.041, 4.287, -5.252], [-2.258, 6.839, -6.680], [-0.928, 5.808, -7.265], [-0.706, 7.544, -7.100], [-3.150, 2.042, -4.151], [-3.549, 0.575, -4.080], [-3.857, 0.058, -5.524], [-2.450, -0.327, -3.509], [-4.885, 0.237, -3.379], [-4.884, 0.542, -1.882], [-6.115, 0.989, -1.567], [-3.767, 2.485, -4.932], [-2.090, 2.056, -4.402], [-3.196, 2.514, -3.170], [-2.960, 0.413, -6.032], [-4.725, 0.593, -5.911], [-4.057, -0.999, -5.696], [-2.924, -1.293, -3.339], [-2.060, 0.131, -2.600], [-1.566, -0.372, -4.146], [-5.019, -0.837, -3.504], [-5.546, 0.880, -3.960], [-4.265, 1.279, -1.370], [-4.644, -0.402, -1.394], [-6.053, 1.940, -1.448], [3.722, 4.945, 2.973], [3.233, 3.689, 3.630], [4.147, 3.659, 4.862], [1.824, 3.634, 4.217], [3.443, 2.589, 2.572], [2.774, 2.847, 1.198], [1.385, 2.885, 1.432], [3.053, 5.177, 2.144], [4.710, 4.909, 2.515], [3.782, 5.782, 3.669], [5.188, 3.735, 4.550], [3.977, 2.690, 5.333], [3.830, 4.490, 5.492], [1.763, 3.837, 5.286], [1.487, 2.597, 4.202], [1.169, 4.255, 3.606], [3.284, 1.592, 2.982], [4.524, 2.635, 2.436], [2.993, 2.070, 0.465], [3.254, 3.639, 0.623], [0.898, 2.170, 1.016], [2.767, -5.507, -0.342], [1.662, -6.071, -1.256], [2.286, -7.232, -2.134], [0.570, -6.629, -0.356], [0.997, -5.019, -2.240], [0.161, -3.906, -1.508], [1.050, -3.106, -0.738], [3.459, -4.877, -0.900], [3.319, -6.282, 0.189], [2.303, -4.998, 0.503], [2.663, -8.047, -1.516], [3.050, -6.789, -2.773], [1.535, -7.770, -2.712], [-0.058, -7.184, -1.052], [0.205, -5.816, 0.272], [1.107, -7.357, 0.252], [0.529, -5.512, -3.091], [1.861, -4.633, -2.782], [-0.755, -4.314, -1.080], [-0.324, -3.246, -2.227], [0.668, -2.237, -0.884], [-0.102, 0.315, -0.477], [-0.155, 1.028, 0.706], [-1.123, -0.584, -0.458], [-0.400, 1.287, -1.362], [1.035, -0.353, -0.687]],
  "mulliken_charge": [-1.4141, -0.1213, 0.1207, -0.4397, -0.5702, 0.3136, -0.1811, -0.7345, 0.3890, 0.4029, 0.3898, 0.3215, 0.3002, 0.4381, 0.4151, 0.5016, 0.5262, 0.1574, 0.2248, -0.8280, -0.3575, 0.3531, -0.7786, -0.4296, 0.3691, -0.4181, -0.7438, 0.4129, 0.3308, 0.0890, 0.3037, 0.2997, 0.4563, 0.5849, 0.4922, 0.3183, 0.4025, 0.0936, -0.2202, -0.2565, 0.3015, -0.3219, -0.4657, 0.0987, -0.1214, -0.8157, 0.5017, -0.1773, -0.0667, 0.3585, -0.0547, 0.4335, 0.4716, 0.3426, 0.2997, 0.3430, 0.3742, -0.8904, 0.2927, 0.4059, -0.0445, -0.6591, 0.1669, -0.3211, -0.7613, -0.1947, 0.3610, 0.4663, 0.2382, -0.1541, 0.4134, 0.4554, 0.2794, 0.3322, 0.3202, 0.3467, -0.9367, 0.1330, -0.9293, -1.4222, -0.4818, -0.4173, -0.5686, 0.4088, 0.3834, 0.3213, 0.4244, 0.4443, 0.3554, 0.4322, 0.5492, 0.4732, 0.4067, 0.4281, 0.1960, 0.3064, 0.3607, -0.8507, 0.1155, -1.0770, -0.6776, -1.1343, 0.2068, -0.4408, 0.3138, 0.3847, 0.4021, 0.4238, 0.3993, 0.4752, 0.3669, 0.2189, 0.3129, 0.3349, 0.4210, 0.1033, 0.5072, 0.3338, -0.8340, -0.0311, -0.8609, -0.9729, -0.6049, -0.3792, 0.4233, 0.2953, 0.4777, 0.2038, 0.3838, 0.3842, 0.4124, 0.3960, 0.3416, 0.4559, 0.5340, 0.1967, 0.4882, 0.2546, -0.2139, 0.2346, -0.6074, -0.6049, -0.1114, -0.3370],
  "total_energy_ev": -75858.812,
  "mol_weight_g_mol": 844.00,
  "relative_energy_ev": 9.6877,
  "orbital_gap_ev": 9.59,
  "e_lumo_ev": -11.2869,
  "e_homo_ev": -20.9,
  "charge": 6
}

***

No. 4
{
  "formula": "C31H49CeNO4P2",
  "method": "wB97M-V/def2-TZVPD",
  "symbols": ["Ce", "C", "C", "C", "C", "C", "C", "H", "H", "H", "C", "H", "H", "H", "C", "H", "H", "H", "C", "H", "H", "H", "C", "H", "H", "H", "C", "C", "C", "C", "C", "C", "C", "C", "H", "H", "H", "H", "H", "H", "H", "H", "H", "H", "H", "H", "P", "C", "H", "H", "H", "C", "H", "H", "H", "C", "H", "H", "H", "P", "C", "H", "H", "H", "C", "H", "H", "H", "C", "H", "H", "H", "O", "C", "O", "C", "C", "C", "C", "C", "C", "N", "O", "O", "H", "H", "H", "H"],
  "positions_angstrom": [[-0.747, 0.241, -1.329], [-2.982, 1.922, -0.184], [-3.426, 0.968, -1.158], [-3.089, -0.148, 0.843], [-2.832, 1.234, 1.055], [-3.478, -0.325, -0.522], [-2.840, 3.389, -0.401], [-2.766, 3.638, -1.470], [-1.944, 3.792, 0.099], [-3.717, 3.928, 0.003], [-2.594, 1.875, 2.371], [-2.044, 2.818, 2.272], [-2.021, 1.227, 3.044], [-3.542, 2.108, 2.883], [-3.052, -1.201, 1.891], [-4.014, -1.268, 2.415], [-2.285, -1.005, 2.649], [-2.843, -2.185, 1.465], [-3.870, -1.587, -1.196], [-4.769, -1.442, -1.814], [-4.089, -2.385, -0.474], [-3.081, -1.965, -1.872], [-3.863, 1.315, -2.540], [-4.821, 1.856, -2.530], [-4.000, 0.430, -3.169], [-3.140, 1.976, -3.043], [1.369, 0.806, -2.073], [0.449, 1.786, -2.480], [-0.016, 1.894, -3.914], [-0.939, 0.743, -4.457], [-1.248, -0.418, -3.534], [-0.263, -1.305, -3.078], [1.137, -1.219, -3.694], [2.051, -0.150, -3.036], [0.872, 2.002, -4.568], [-0.516, 0.349, -5.391], [-0.574, 2.844, -3.998], [2.602, 0.399, -3.818], [1.864, 0.876, -1.087], [0.176, 2.651, -1.841], [2.822, -0.702, -2.485], [1.625, -2.209, -3.632], [-0.531, -2.309, -2.669], [1.044, -1.039, -4.780], [-1.898, 1.197, -4.758], [-2.301, -0.727, -3.523], [2.410, 3.708, 0.422], [2.141, 4.266, 2.155], [2.910, 5.005, 2.419], [2.209, 3.409, 2.832], [1.155, 4.745, 2.211], [3.985, 2.821, 0.717], [4.541, 3.308, 1.524], [4.581, 2.867, -0.198], [3.772, 1.783, 0.987], [3.247, 5.275, -0.070], [3.820, 5.115, -0.987], [3.928, 5.563, 0.741], [2.487, 6.055, -0.194], [0.911, -4.405, -0.511], [0.345, -5.936, -1.304], [1.199, -6.551, -1.628], [-0.247, -5.623, -2.176], [-0.293, -6.479, -0.596], [2.543, -4.154, -1.291], [2.401, -3.794, -2.318], [3.121, -5.085, -1.300], [3.054, -3.383, -0.701], [1.453, -4.917, 1.152], [1.473, -6.011, 1.223], [0.716, -4.507, 1.854], [2.441, -4.493, 1.358], [2.331, -1.022, 0.551], [1.271, -0.775, 1.137], [0.116, -0.525, 0.536], [1.186, -0.712, 2.630], [1.766, -1.739, 3.377], [1.533, -1.824, 4.736], [0.724, -0.847, 5.340], [0.253, 0.277, 4.632], [0.470, 0.327, 3.259], [0.172, -1.113, 6.618], [0.498, -2.162, 7.219], [-0.643, -0.281, 7.078], [2.414, -2.451, 2.877], [1.927, -2.638, 5.325], [-0.323, 1.022, 5.188], [0.129, 1.202, 2.703]],
  "lowdin_spin": [0.9005, -0.0232, -0.0289, -0.0280, -0.0136, -0.0116, -0.0024, 0.0000, -0.0004, -0.0012, -0.0012, -0.0001, -0.0001, -0.0006, -0.0041, -0.0018, -0.0005, -0.0003, -0.0006, -0.0001, 0.0000, -0.0003, -0.0050, -0.0021, -0.0001, -0.0011, 0.0572, 0.0420, 0.0051, 0.0037, 0.0309, 0.0600, 0.0079, 0.0067, 0.0010, 0.0008, 0.0003, 0.0014, 0.0052, 0.0050, 0.0001, 0.0005, 0.0060, 0.0008, -0.0001, 0.0031, 0.0000, 0.0000, 0.0000, 0.0000, 0.0000, 0.0001, 0.0000, 0.0000, 0.0000, 0.0000, 0.0000, 0.0000, 0.0000, 0.0002, 0.0001, 0.0000, 0.0000, 0.0000, 0.0000, 0.0000, 0.0000, 0.0000, 0.0000, 0.0000, 0.0000, 0.0000, -0.0014, -0.0004, -0.0087, -0.0003, -0.0001, 0.0000, -0.0001, 0.0000, -0.0001, 0.0000, 0.0000, 0.0000, 0.0000, 0.0000, 0.0000, 0.0000],
  "total_energy_ev": -74116.314,
  "mol_weight_g_mol": 701.80,
  "orbital_gap_ev": [5.01, 5.55],
  "e_lumo_ev": [-5.1972, -4.7652],
  "e_homo_ev": [-10.2, -10.3],
  "charge": 1,
  "multiplicity": 2
}